[1]
9 unconnected molecules or ions with the total composition H18O9 in a non-equilibrium geometry, computed with the ωB97M-V functional and the def2-TZVPD basis.

Cartesian coordinates (Å):
O -1.037 -1.835 0.886
O -1.495 1.777 0.296
O 3.849 -1.324 -0.452
O -0.696 1.956 2.898
O -1.161 -3.803 -1.500
O 0.645 -0.106 -0.403
O 2.275 1.279 -2.016
O 1.499 3.241 -0.134
O -3.465 -1.151 -0.107
H 1.980 0.490 -1.562
H -0.476 -1.563 1.613
H -1.441 2.618 -0.158
H -1.447 2.440 3.242
H 1.878 2.600 -0.734
H -2.531 -1.220 0.090
H 1.916 1.197 -2.900
H -1.566 -2.547 1.245
H 0.038 -0.754 -0.047
H 3.941 -2.245 -0.211
H 2.139 3.314 0.575
H -3.752 -0.368 0.364
H 3.048 -1.039 -0.013
H 0.230 0.738 -0.222
H -0.765 2.051 1.948
H -2.425 1.672 0.497
H -0.681 -3.908 -2.322
H -0.499 -3.511 -0.873

Summary:
LUMO energy (spin up / spin down) ... 2.87 / 2.92 eV
Spin multiplicity ... 2
Energy above the lowest of the compared OMol25 structures with the same formula, charge and spin ... 54.4 kJ/mol
Orbital gap (spin up / spin down) ... 2.595 / 10.526 eV
Total charge ... -1
HOMO level (spin up / spin down) ... 0.28 / -7.61 eV


[2]
2 unconnected molecules or ions with the total composition C5H12N2O2 in a non-equilibrium geometry, computed with the ωB97M-V functional and the def2-TZVPD basis.

Cartesian coordinates (Å):
O -0.197 0.683 -1.798
O 0.591 0.293 2.138
N -1.433 2.496 -2.302
N 1.855 0.330 0.269
C 1.456 -2.729 1.339
C 0.947 -0.242 1.097
C 0.503 -1.657 0.792
C -2.007 1.204 -0.308
C -1.105 1.429 -1.498
H 0.820 -3.569 1.604
H -0.705 2.737 -2.923
H 1.964 -2.460 2.239
H -1.960 3.262 -1.919
H -1.661 0.296 0.171
H -0.503 -1.753 1.209
H -2.011 2.047 0.379
H 2.214 -2.940 0.588
H 2.092 1.275 0.520
H 0.282 -1.797 -0.271
H -3.025 1.100 -0.647
H 1.884 -0.005 -0.677

Summary:
LUMO energy ... 0.75 eV
Energy above the lowest of the compared OMol25 structures with the same formula, charge and spin ... 7.4 kJ/mol
Orbital gap ... 10.102 eV
SMILES ... CCC(N)=O.CC(N)=O
HOMO level ... -9.35 eV


[3]
C4H7NO in the gas phase, computed with the ωB97M-V functional and the def2-TZVPD basis.

Cartesian coordinates (Å):
O -1.820 -2.286 -0.761
N 0.416 0.260 -0.722
C -0.496 0.989 0.151
C -1.725 -1.195 -0.254
C 1.773 0.332 -0.170
C -0.475 -0.482 0.176
H -2.632 -0.650 0.066
H 2.382 -0.496 -0.540
H 1.739 0.276 0.931
H -1.357 1.441 -0.338
H 0.017 -1.053 0.955
H -0.062 1.578 0.953
H 2.240 1.287 -0.446

Summary:
LUMO energy ... 0.85 eV
Energy above the lowest of the compared OMol25 structures with the same formula, charge and spin ... 257.7 kJ/mol
Orbital gap ... 10.429 eV
SMILES ... CN1C[C@H]1C=O
HOMO level ... -9.58 eV


[4]
H6N5P in the gas phase in a non-equilibrium geometry, computed with the ωB97M-V functional and the def2-TZVPD basis.

Cartesian coordinates (Å):
P 0.848 -0.860 0.330
N -0.263 -2.052 -0.385
N 0.652 0.331 -0.919
N 0.816 1.567 -0.425
N -0.416 1.002 1.409
N -0.586 -0.161 0.923
H -1.324 1.429 1.458
H -0.263 0.343 -1.439
H 0.274 -2.736 -0.893
H -0.772 -2.372 0.422
H 0.300 1.769 0.516
H 1.790 1.627 -0.365

Summary:
LUMO energy ... 0.53 eV
Energy above the lowest of the compared OMol25 structures with the same formula, charge and spin ... 82.9 kJ/mol
Orbital gap ... 8.673 eV
SMILES ... [H]/N=N/P(N)NN
HOMO level ... -8.14 eV


[5]
11 unconnected molecules or ions with the total composition H23O11 in a non-equilibrium geometry, computed with the ωB97M-V functional and the def2-TZVPD basis.

Cartesian coordinates (Å):
O -1.814 2.221 -1.841
O 2.849 0.883 -0.132
O 0.141 0.390 -0.640
O -2.512 -0.635 0.255
O 2.197 -1.911 -1.835
O 0.569 3.232 -0.980
O -0.337 -0.057 2.102
O 1.948 1.875 2.148
O -1.528 -0.920 -2.165
O -1.962 -2.153 2.658
O 0.508 -2.307 0.368
H 0.926 -2.379 -0.453
H -0.010 -0.048 3.000
H -1.324 -1.508 2.418
H -1.937 -2.705 1.899
H -1.836 2.231 -0.867
H -0.358 0.100 -1.436
H 2.304 1.651 1.274
H 3.642 0.250 -0.142
H -1.558 -1.857 -2.377
H 1.014 1.782 1.935
H -2.710 2.516 -2.066
H -1.049 0.565 2.028
H -0.034 -0.133 0.205
H 3.341 1.764 -0.074
H 3.056 -1.665 -1.504
H 1.141 0.466 -0.712
H 1.035 -2.920 0.833
H -3.320 -0.218 0.463
H 0.344 3.545 -0.062
H -2.029 -0.831 -1.327
H -2.729 -1.534 0.415
H -0.317 3.173 -1.374
H 2.356 -2.861 -1.999

Summary:
LUMO energy ... -3.27 eV
Energy above the lowest of the compared OMol25 structures with the same formula, charge and spin ... 336.0 kJ/mol
Orbital gap ... 10.851 eV
Total charge ... +1
HOMO level ... -14.12 eV


[6]
A molecular structure, C28H63FN2O9S9 in a non-equilibrium geometry, computed with the ωB97M-V functional and the def2-TZVPD basis.

Cartesian coordinates (Å):
S 3.787 5.272 0.074
S -4.184 -8.864 0.117
S 12.463 -0.135 1.754
S -6.865 -6.980 -4.413
S -1.105 4.037 -0.691
S 7.705 3.075 2.183
S -6.483 1.276 2.615
S -9.570 -1.717 -2.799
S 11.427 4.930 1.118
F -7.173 -3.085 1.394
O 10.442 4.424 2.124
O 2.781 5.665 -0.963
O 6.700 3.349 1.107
O -1.948 3.183 0.202
O 12.064 0.749 0.615
O -8.303 -0.948 -2.996
O -5.068 1.151 3.077
O -0.121 -0.970 -2.384
O -2.923 -8.088 -0.085
N -7.495 -6.544 -2.870
N -5.772 -5.691 -4.790
C 4.051 6.704 1.142
C 11.884 -1.803 1.373
C 7.436 1.382 2.753
C -6.894 -5.313 -2.427
C -6.276 -3.114 -0.933
C 7.113 3.873 3.691
C -6.704 2.958 1.996
C -5.924 -4.889 -3.599
C -6.473 -2.268 0.401
C -5.148 -3.541 -3.422
C 11.299 0.161 3.101
C 12.959 5.303 1.999
C -0.710 -0.513 -1.123
C -5.120 -1.784 1.104
C -2.913 -1.522 -2.033
C 0.571 3.374 -0.653
C -4.505 -1.296 -2.109
C -4.004 -10.430 -0.764
C 12.072 3.500 0.225
C -7.062 -4.471 -1.115
C 5.414 5.321 -0.704
C -0.720 5.552 0.213
C -7.515 1.483 4.082
C -10.811 -1.009 -3.904
C -9.389 -3.270 -3.674
C -2.255 -0.129 -1.486
C -5.338 -2.687 -2.142
C -5.430 -8.172 -0.990
H -9.080 -3.086 -4.705
H -4.708 -0.807 -3.139
H 0.568 2.396 -1.136
H 5.564 6.286 -1.193
H -3.236 -11.022 -0.265
H 11.453 1.175 3.475
H 6.083 3.572 3.892
H -7.127 2.295 4.699
H -0.304 5.306 1.192
H 8.069 1.187 3.621
H -0.007 6.147 -0.361
H 7.153 4.954 3.549
H -8.541 1.699 3.778
H -3.704 -10.243 -1.797
H 10.823 -1.779 1.118
H -8.622 -3.851 -3.161
H -6.329 -8.790 -0.958
H 11.483 -0.553 3.906
H -2.529 -1.637 -3.105
H 10.275 0.061 2.737
H -0.203 -1.944 -2.465
H -4.917 -0.569 -1.331
H -1.642 6.120 0.344
H -5.040 -8.128 -2.009
H 3.136 6.889 1.706
H -7.495 0.554 4.653
H -11.714 -1.621 -3.877
H -5.345 -1.660 2.233
H 6.386 1.238 3.014
H -7.775 -4.825 -0.294
H -2.849 0.208 -0.564
H -0.155 0.365 -0.658
H -4.245 -2.511 1.019
H -11.047 -0.002 -3.558
H -4.951 -10.972 -0.740
H -2.585 -2.407 -1.392
H -4.439 -3.171 -4.245
H 12.780 6.154 2.658
H 11.267 3.073 -0.372
H -2.334 0.699 -2.266
H 12.453 -2.180 0.523
H -10.419 -0.961 -4.921
H 0.906 3.266 0.380
H 5.467 4.526 -1.448
H 12.882 3.818 -0.434
H 1.240 4.044 -1.197
H 12.433 2.755 0.930
H -0.799 -1.427 -0.420
H 4.867 6.495 1.836
H -7.113 -1.346 0.151
H 7.756 3.594 4.527
H 4.288 7.581 0.537
H -10.335 -3.813 -3.657
H 13.739 5.560 1.280
H -5.673 -7.164 -0.654
H -6.109 3.073 1.089
H -4.753 -0.757 0.751
H 7.707 0.699 1.947
H 12.050 -2.451 2.235
H -6.367 3.677 2.745
H -7.757 3.124 1.762
H 13.265 4.441 2.594
H 6.184 5.159 0.051

Summary:
LUMO energy ... -1.04 eV
Energy above the lowest of the compared OMol25 structures with the same formula, charge and spin ... 0.0 kJ/mol
Orbital gap ... 7.187 eV
HOMO level ... -8.22 eV